{"formula": "C36H93ClFN3O13P", "method": "wB97M-V/def2-TZVPD", "total_charge": 1, "energy_ev": -94446.937, "homo_lumo_gap_ha": 0.30962, "fmax_ha_per_bohr": 0.032, "elements": ["C", "C", "C", "Cl", "N", "C", "F", "C", "P", "O", "N", "N", "C", "C", "C", "C", "C", "C", "C", "C", "O", "C", "H", "H", "H", "H", "H", "H", "H", "H", "H", "H", "H", "H", "H", "H", "H", "H", "H", "H", "H", "H", "H", "H", "H", "H", "H", "H", "H", "C", "C", "O", "H", "H", "H", "H", "H", "H", "C", "C", "O", "H", "H", "H", "H", "H", "H", "C", "C", "O", "H", "H", "H", "H", "H", "H", "C", "C", "O", "H", "H", "H", "H", "H", "H", "C", "C", "O", "H", "H", "H", "H", "H", "H", "C", "C", "O", "H", "H", "H", "H", "H", "H", "C", "C", "O", "H", "H", "H", "H", "H", "H", "C", "C", "O", "H", "H", "H", "H", "H", "H", "C", "C", "O", "H", "H", "H", "H", "H", "H", "C", "C", "O", "H", "H", "H", "H", "H", "H", "C", "C", "O", "H", "H", "H", "H", "H", "H"], "coordinates": [[-0.7131, -1.6848, -4.8028], [-0.2410, -2.8266, -3.8887], [-1.3821, -3.7618, -3.5129], [-0.8598, -4.9785, -2.3240], [-2.5644, -3.0719, -2.9927], [-3.7790, -2.9770, -3.6332], [-3.9763, -3.5232, -4.7935], [-4.6455, -2.2756, -2.8782], [-6.3667, -1.8194, -3.2454], [-7.0370, -2.7689, -4.1487], [-3.9125, -1.9343, -1.7190], [-4.3991, -1.1957, -0.6471], [-2.6815, -2.4046, -1.8278], [-1.6456, -2.1281, -0.7802], [-1.1487, -0.6660, -0.9647], [-0.1073, -0.2858, 0.0852], [-0.0371, 1.2403, 0.3386], [-0.2199, 2.1511, -0.8801], [0.7150, 1.9066, -2.0840], [2.1725, 1.5307, -1.7717], [2.9491, 2.6777, -1.4909], [3.0528, 2.9879, -0.1062], [-1.3203, -0.9760, -4.2378], [-1.2891, -2.1010, -5.6315], [0.1460, -1.1700, -5.2236], [0.4743, -3.4310, -4.4488], [0.2778, -2.4546, -3.0048], [-1.7016, -4.2861, -4.4101], [-6.2703, -0.5309, -3.8070], [-6.9803, -1.6186, -1.9909], [-5.4116, -1.2490, -0.6506], [-4.1064, -1.6414, 0.2202], [-0.8206, -2.8297, -0.8557], [-2.0758, -2.2633, 0.2144], [-2.0208, -0.0152, -0.9474], [-0.6704, -0.6319, -1.9436], [0.8732, -0.6702, -0.2004], [-0.3412, -0.7614, 1.0425], [0.8864, 1.4710, 0.8677], [-0.8450, 1.4789, 1.0396], [-1.2527, 2.1218, -1.2349], [-0.0661, 3.1782, -0.5426], [0.7704, 2.8400, -2.6474], [0.3135, 1.1627, -2.7800], [2.2768, 0.7641, -1.0028], [2.5887, 1.1059, -2.6902], [3.1178, 2.0752, 0.4930], [3.9702, 3.5497, 0.0541], [2.1861, 3.5639, 0.2228], [0.4973, -5.8936, -7.2990], [1.6844, -5.3670, -8.0825], [2.2622, -4.2246, -7.4510], [-0.2598, -5.1129, -7.1959], [0.0445, -6.7551, -7.7905], [0.8041, -6.1940, -6.2928], [1.3733, -5.0479, -9.0751], [2.4466, -6.1429, -8.1991], [2.5789, -4.4995, -6.5854], [-9.4204, -5.1148, -6.2092], [-10.0709, -5.0805, -4.8396], [-9.1020, -5.1563, -3.7969], [-8.8319, -6.0266, -6.3252], [-10.1688, -5.0819, -7.0022], [-8.7426, -4.2674, -6.3366], [-10.7325, -5.9350, -4.7081], [-10.6671, -4.1693, -4.7216], [-8.5109, -4.4027, -3.8905], [-5.3595, -8.3584, -6.9384], [-6.7641, -8.7882, -7.3225], [-7.5148, -9.2017, -6.1855], [-4.8386, -9.1743, -6.4366], [-4.7840, -8.0621, -7.8174], [-5.3930, -7.5128, -6.2460], [-6.7289, -9.6395, -7.9999], [-7.2901, -7.9730, -7.8316], [-7.5715, -8.4575, -5.5781], [4.1949, 2.5188, 4.9449], [4.1963, 3.3133, 3.6514], [2.9442, 3.1889, 2.9729], [4.0015, 1.4623, 4.7554], [5.1544, 2.6111, 5.4597], [3.4066, 2.8753, 5.6132], [4.9672, 2.9454, 2.9734], [4.3868, 4.3704, 3.8451], [2.2671, 3.5354, 3.5653], [-0.2131, 3.2962, 6.3107], [-0.6903, 4.3784, 5.3621], [-0.0578, 4.2684, 4.0851], [0.8697, 3.3545, 6.4273], [-0.6764, 3.4011, 7.2930], [-0.4437, 2.3008, 5.9225], [-0.4287, 5.3616, 5.7484], [-1.7772, 4.3396, 5.2362], [-0.2911, 3.4129, 3.7118], [-0.7235, -4.3073, 2.5266], [-2.0544, -5.0350, 2.5075], [-2.8881, -4.5826, 1.4363], [-0.8786, -3.2309, 2.6229], [-0.1033, -4.6448, 3.3569], [-0.1735, -4.4815, 1.5972], [-2.6080, -4.8482, 3.4252], [-1.9024, -6.1139, 2.4174], [-2.4214, -4.7597, 0.6140], [5.8876, 7.6853, 1.6269], [4.7918, 7.5064, 2.6593], [5.1074, 6.4835, 3.6019], [6.0662, 6.7489, 1.0972], [5.6190, 8.4536, 0.9010], [6.8250, 7.9767, 2.1061], [3.8634, 7.1978, 2.1779], [4.6076, 8.4461, 3.1904], [5.9201, 6.7338, 4.0526], [1.6135, -0.4666, 9.0817], [1.1065, 0.5765, 8.1040], [1.7231, 0.4462, 6.8229], [2.6949, -0.3869, 9.1940], [1.1498, -0.3442, 10.0613], [1.3932, -1.4746, 8.7213], [1.3418, 1.5777, 8.4614], [0.0189, 0.5035, 7.9936], [1.5200, -0.4326, 6.4899], [6.8630, -0.0668, -1.5457], [5.3853, -0.0110, -1.8815], [4.5817, -0.4124, -0.7682], [7.1468, -1.0742, -1.2398], [7.4705, 0.2233, -2.4036], [7.0952, 0.6066, -0.7173], [5.1528, -0.6959, -2.6964], [5.0974, 0.9998, -2.1895], [4.7724, 0.1920, -0.0438], [5.9412, 5.1275, 8.2583], [4.6037, 4.4107, 8.2793], [3.6492, 5.0763, 7.4562], [5.8241, 6.1568, 8.5976], [6.6678, 4.6271, 8.9002], [6.3442, 5.1589, 7.2425], [4.1985, 4.3921, 9.2898], [4.7167, 3.3745, 7.9413], [4.0010, 5.0879, 6.5597], [-0.0511, 7.5136, 1.0204], [1.0717, 8.0823, 0.1717], [1.7591, 9.1382, 0.8367], [-0.7624, 8.2974, 1.2820], [-0.5817, 6.7216, 0.4886], [0.3393, 7.0976, 1.9525], [0.6772, 8.5081, -0.7495], [1.7835, 7.2931, -0.0975], [2.1242, 8.7794, 1.6512]], "forces_ev_per_a": [[0.020, -0.489, 0.383], [0.040, 0.230, -0.370], [0.361, 0.089, -0.093], [-0.032, -0.237, -0.141], [-0.524, 0.197, -0.236], [0.171, -0.178, -0.025], [0.203, -0.100, -0.136], [-0.578, 0.659, 0.970], [-0.302, -0.038, -0.904], [0.078, -0.241, 0.191], [-0.119, -0.925, -1.353], [-0.054, 0.237, 0.395], [0.512, 0.307, 1.453], [0.066, 0.402, -0.401], [0.226, -0.879, 0.167], [-0.040, 0.498, 0.228], [-0.462, -0.330, -0.032], [0.458, -0.001, -0.174], [0.175, 0.028, 0.318], [-0.365, 0.387, -0.721], [0.343, -0.273, 0.380], [-0.098, -0.217, -0.242], [-0.049, 0.119, -0.183], [-0.075, 0.165, -0.043], [-0.002, 0.094, 0.029], [0.033, -0.098, 0.151], [-0.069, 0.001, 0.064], [-0.170, -0.091, 0.111], [0.123, 0.018, 0.372], [0.287, 0.027, 0.061], [-0.008, 0.024, -0.118], [0.140, -0.054, -0.046], [0.016, -0.027, -0.056], [-0.088, -0.068, -0.020], [0.065, 0.211, -0.019], [-0.240, 0.325, -0.141], [-0.024, -0.060, -0.135], [-0.046, -0.062, -0.030], [0.096, 0.017, -0.058], [0.037, 0.070, -0.004], [-0.053, -0.052, 0.045], [-0.023, -0.004, 0.067], [-0.029, -0.068, -0.151], [-0.114, -0.096, 0.152], [0.022, 0.093, 0.151], [0.087, -0.008, 0.051], [-0.044, 0.014, 0.061], [-0.085, 0.182, -0.059], [0.089, 0.078, 0.190], [-0.033, 0.060, 0.080], [0.075, -0.004, 0.202], [-0.178, 0.049, -0.030], [-0.018, -0.004, -0.071], [0.009, -0.009, 0.015], [0.015, -0.086, -0.030], [0.054, 0.068, -0.008], [-0.064, -0.050, -0.070], [0.114, -0.014, -0.024], [0.058, -0.028, -0.018], [0.192, 0.123, 0.015], [-0.080, -0.124, 0.052], [-0.052, -0.035, -0.012], [0.006, 0.009, -0.001], [-0.052, 0.036, -0.005], [-0.002, -0.007, 0.053], [-0.072, -0.036, -0.050], [0.121, 0.103, -0.077], [0.022, -0.030, 0.021], [-0.032, 0.193, 0.232], [0.058, -0.090, -0.113], [0.000, -0.025, -0.037], [-0.009, 0.014, 0.006], [-0.010, 0.045, -0.048], [-0.066, -0.046, 0.035], [0.059, -0.018, -0.097], [-0.042, 0.000, 0.026], [0.010, -0.035, -0.049], [-0.262, 0.032, 0.292], [0.040, -0.142, -0.134], [0.034, 0.002, 0.004], [-0.007, -0.004, 0.017], [0.041, 0.007, 0.037], [-0.059, 0.011, -0.084], [0.162, -0.062, -0.045], [-0.146, 0.109, -0.025], [0.079, 0.027, -0.055], [0.012, -0.223, 0.045], [0.155, 0.065, -0.081], [-0.002, 0.014, 0.060], [-0.014, 0.001, -0.011], [-0.050, 0.006, 0.021], [0.009, 0.043, -0.077], [-0.002, 0.050, 0.049], [-0.026, -0.020, 0.008], [-0.077, 0.063, -0.083], [0.175, -0.026, -0.062], [-0.083, 0.286, -0.085], [0.000, -0.003, 0.066], [0.013, -0.007, -0.017], [0.038, -0.061, 0.037], [-0.073, 0.003, -0.032], [-0.009, 0.001, 0.070], [0.022, -0.172, -0.026], [0.016, -0.087, 0.003], [0.172, 0.092, 0.056], [-0.046, 0.020, 0.009], [-0.041, 0.007, -0.022], [0.001, 0.012, 0.016], [-0.018, 0.069, -0.006], [-0.018, -0.071, 0.044], [-0.064, 0.030, -0.070], [0.013, 0.029, -0.009], [0.058, 0.002, -0.048], [0.001, -0.229, -0.048], [-0.017, 0.141, 0.042], [-0.005, 0.037, 0.023], [-0.011, -0.013, -0.006], [-0.057, -0.001, 0.036], [0.021, 0.044, -0.090], [-0.015, 0.060, 0.090], [0.043, -0.032, -0.004], [-0.015, -0.071, 0.023], [0.081, 0.177, 0.210], [-0.063, -0.096, -0.112], [-0.003, -0.010, -0.043], [0.006, 0.023, 0.010], [0.010, 0.057, -0.049], [-0.073, -0.040, 0.043], [0.018, -0.024, -0.075], [0.015, -0.008, 0.027], [-0.014, 0.022, 0.025], [0.144, 0.056, -0.271], [-0.083, -0.076, 0.127], [-0.008, -0.014, 0.039], [0.009, -0.004, -0.021], [0.029, -0.065, 0.008], [-0.116, 0.042, -0.033], [0.031, -0.033, 0.095], [-0.037, 0.059, -0.037], [0.016, 0.071, 0.045], [0.062, -0.063, 0.199], [-0.040, -0.033, -0.097], [-0.015, 0.001, -0.044], [0.012, -0.012, 0.008], [0.000, -0.074, -0.032], [0.045, 0.049, -0.014], [-0.052, -0.028, -0.080], [-0.003, 0.052, 0.048]]}